[1]
Formula: C15H47N16O30P
Source: the Open Molecules 2025 dataset
Level of theory: wB97M-V/def2-TZVPD

Positions of all 109 atoms, in Å:
N1 -2.1488 6.8323 0.4066
P1 -3.5246 7.3159 -0.2439
N2 -4.7996 6.0525 -0.2063
C1 -6.0629 6.8312 -0.3602
O1 -6.5794 6.9908 -1.4732
O2 -6.5741 7.4007 0.8627
H1 -1.9727 7.4883 1.1838
H2 -3.3750 7.6372 -1.6414
H3 -4.0878 8.4906 0.3714
H4 -4.7969 5.5641 0.7022
H5 -6.4504 8.3719 0.7433
C2 -5.6261 2.1409 -2.0061
N3 -4.5085 2.5167 -1.1001
O3 -3.3793 2.4900 -1.5593
O4 -4.8051 2.8259 0.0423
H6 -5.2176 1.8921 -2.9833
H7 -6.1299 1.2804 -1.5682
H8 -6.2948 2.9980 -2.0743
C3 -0.1860 9.5053 -2.0297
N4 -1.0924 10.3755 -1.2367
O5 -0.6940 11.4889 -0.9511
O6 -2.1755 9.9052 -0.9283
H9 0.7347 10.0490 -2.2304
H10 0.0134 8.6123 -1.4368
H11 -0.6983 9.2573 -2.9584
C4 -8.6219 5.3633 2.0451
N5 -9.1580 3.9976 2.2738
O7 -10.0523 3.6140 1.5360
O8 -8.6627 3.3567 3.1817
H12 -9.1525 5.8142 1.2090
H13 -8.7803 5.9375 2.9568
H14 -7.5620 5.2630 1.8197
C5 -0.1194 3.5321 0.0254
N6 0.9626 4.4952 0.3591
O9 1.9714 4.0492 0.8859
O10 0.7615 5.6608 0.0820
H15 0.1941 2.5345 0.3267
H16 -1.0112 3.8384 0.5710
H17 -0.2796 3.5779 -1.0507
C6 4.3722 1.9548 1.3982
N7 4.7465 0.6873 0.7196
O11 5.9232 0.5190 0.4527
O12 3.8426 -0.0960 0.4780
H18 5.2700 2.5506 1.5489
H19 3.6670 2.4767 0.7537
H20 3.9173 1.6944 2.3528
C7 -10.2303 0.8168 0.1935
N8 -9.3002 0.6975 -0.9580
O13 -9.7617 0.8563 -2.0743
O14 -8.1337 0.4502 -0.6966
H21 -11.2274 1.0396 -0.1805
H22 -10.2218 -0.1339 0.7253
H23 -9.8641 1.6262 0.8223
C8 4.3834 -2.9250 -0.1376
N9 3.8045 -4.2724 0.0978
O15 2.8891 -4.6274 -0.6283
O16 4.2881 -4.9312 1.0049
H24 3.8580 -2.4573 -0.9696
H25 4.2519 -2.3469 0.7753
H26 5.4394 -3.0583 -0.3744
C9 1.5536 -2.2019 -3.4699
N10 2.6318 -1.2312 -3.1481
O17 3.6472 -1.6738 -2.6313
O18 2.4242 -0.0636 -3.4217
H27 1.8783 -3.1964 -3.1709
H28 0.6664 -1.9035 -2.9151
H29 1.3810 -2.1589 -4.5443
C10 6.0002 -4.4859 -3.3694
N11 7.1595 -4.1708 -2.4930
O19 8.2724 -4.2561 -2.9792
O20 6.9072 -3.8471 -1.3432
H30 6.3681 -4.7558 -4.3572
H31 5.4638 -5.3194 -2.9161
H32 5.3753 -3.5942 -3.4207
C11 6.1687 -4.5203 3.2538
N12 6.3060 -3.4902 4.3168
O21 6.8059 -3.8392 5.3733
O22 5.9063 -2.3688 4.0515
H33 6.5623 -5.4642 3.6259
H34 5.1108 -4.6108 3.0187
H35 6.7375 -4.1792 2.3902
C12 -1.5777 -4.7120 -1.5389
N13 -1.4917 -4.6614 -3.0222
O23 -0.7117 -3.8601 -3.5125
O24 -2.2079 -5.4257 -3.6409
H36 -0.8879 -3.9809 -1.1221
H37 -2.6042 -4.4761 -1.2615
H38 -1.3057 -5.7197 -1.2285
C13 2.5093 -4.8025 5.2829
N14 1.4143 -4.8508 4.2788
O25 1.2562 -3.8699 3.5731
O26 0.7525 -5.8733 4.2360
H39 3.0116 -3.8396 5.2095
H40 2.0591 -4.9279 6.2666
H41 3.1984 -5.6153 5.0565
C14 7.8308 -1.4865 -5.5566
N15 6.8488 -2.4878 -6.0480
O27 7.0294 -3.6523 -5.7304
O28 5.9326 -2.0709 -6.7337
H42 8.5860 -1.9985 -4.9629
H43 8.2804 -1.0127 -6.4281
H44 7.2869 -0.7637 -4.9498
C15 -0.5762 -9.3475 5.4875
N16 0.5745 -9.0275 6.3714
O29 1.6934 -9.1139 5.8882
O30 0.3142 -8.7024 7.5169
H45 -0.1978 -9.6188 4.5042
H46 -1.1138 -10.1810 5.9376
H47 -1.2026 -8.4587 5.4276

As for the multiplicity: 1. The net charge is 0. Its HOMO energy is -9.50 eV.

---

[2]
Formula: C15H48BFeMnO19S3
Source: the Open Molecules 2025 dataset
Level of theory: wB97M-V/def2-TZVPD

Positions of all 88 atoms, in Å:
Mn1 2.4181 2.8140 1.3461
Fe1 -1.8193 -0.7570 1.8307
S1 -1.7793 -2.0995 5.0065
O1 -2.0465 -3.5422 4.9097
O2 -1.8283 -1.5708 3.5395
O3 -2.8476 -1.3867 5.7297
O4 -0.4652 -1.7404 5.5120
S2 1.0834 3.0193 4.4701
O5 -0.1654 2.2370 4.3281
O6 0.8984 4.4425 4.7394
O7 1.9944 2.3495 5.3916
O8 1.7072 2.9282 3.0515
S3 0.4046 0.1386 0.5729
O9 0.2238 -0.6175 1.8365
O10 -1.0670 0.3096 0.2808
O11 1.0644 1.4215 0.8492
O12 1.0106 -0.6009 -0.5400
B1 -3.8224 -0.7949 1.1272
H1 -3.5996 -1.7037 1.8248
H2 -3.1436 -0.8628 0.1305
H3 -4.9548 -0.7521 0.7426
H4 -3.5756 0.1641 1.7467
C1 2.1390 -2.7805 3.5779
O13 2.0834 -1.3843 3.7193
H5 2.9592 -3.0372 2.8880
H6 2.3772 -3.2173 4.5505
H7 1.1979 -3.2568 3.2812
H8 1.6412 -1.0964 2.9042
C2 0.3409 1.3482 -3.0310
O14 1.5776 1.1657 -2.3642
H9 0.4381 1.2334 -4.1141
H10 -0.3716 0.6223 -2.6377
H11 -0.0304 2.3604 -2.8537
H12 1.5460 0.3677 -1.7751
C3 -2.3317 2.1836 2.9894
O15 -1.5942 0.9844 3.0447
H13 -2.6724 2.3392 1.9634
H14 -3.2413 2.0998 3.5996
H15 -1.7669 3.0072 3.4239
H16 -0.7987 1.0961 3.6266
C4 -3.3874 1.9214 -1.2143
C5 -4.4546 2.5743 -2.0811
C6 -3.8979 3.7212 -2.9079
O16 -4.9775 1.5801 -2.9994
H17 -3.0443 2.6874 -0.5050
H18 -2.4300 1.6963 -1.6922
H19 -3.7525 1.0300 -0.7155
H20 -5.2513 2.9302 -1.4150
H21 -4.6522 4.2088 -3.5250
H22 -3.1083 3.3165 -3.5437
H23 -3.4908 4.4482 -2.2029
H24 -5.4187 0.9333 -2.4389
C7 5.0447 2.6736 -2.0065
C8 3.9421 3.6572 -1.6269
C9 3.3262 4.2563 -2.8887
O17 2.9998 2.9321 -0.8311
H25 5.4291 2.2327 -1.0815
H26 5.8705 3.1288 -2.5504
H27 4.6266 1.8205 -2.5439
H28 4.3090 4.4767 -1.0063
H29 4.1030 4.5976 -3.5730
H30 2.7234 5.1320 -2.6457
H31 2.7503 3.4757 -3.3894
H32 2.4678 2.2996 -1.4189
C10 -0.3991 -4.4043 -0.2060
C11 -1.4979 -3.3415 -0.1343
C12 -2.8783 -3.8981 -0.4803
O18 -1.4857 -2.7645 1.1849
H33 -0.7434 -5.2752 0.3751
H34 0.5847 -4.1038 0.1347
H35 -0.3979 -4.8003 -1.2273
H36 -1.2681 -2.6564 -0.9574
H37 -3.6308 -3.1175 -0.3885
H38 -3.1932 -4.7005 0.1931
H39 -2.7657 -4.2528 -1.5086
H40 -1.4844 -3.5426 1.7593
C13 1.8556 -2.8577 -2.9782
C14 3.1163 -3.2321 -2.2174
C15 4.2267 -2.2363 -2.5748
O19 2.8640 -3.1177 -0.8232
H41 1.4963 -1.8618 -2.7222
H42 0.9976 -3.5300 -2.8958
H43 2.0769 -2.8794 -4.0551
H44 3.4795 -4.2354 -2.4288
H45 4.0193 -1.1822 -2.3952
H46 4.6645 -2.4297 -3.5566
H47 5.0138 -2.4771 -1.8472
H48 2.4384 -2.2649 -0.6661

As for the multiplicity: 11. The expectation value of S² is 30.016. The net charge is -2. Its HOMO energy (alpha / beta) is -2.02 / -1.97 eV.